No. 1
A structure of composition C25H31N3O13P2SV. Source: the Open Molecules 2025 dataset; level of theory: wB97M-V/def2-TZVPD.

Geometry as ORCA input:
```
! RIJCOSX wB97M-V def2-TZVPD def2/J DEFGRID3
* xyz 0 2
V 0.19363 0.85056 0.55915
O 1.02949 -2.13508 3.11616
C 0.28352 -1.38828 2.55865
O 0.70824 -0.53882 1.59926
C -1.23061 -1.43108 2.72027
C -1.84917 -1.39921 1.31648
C -3.35194 -1.66247 1.34131
C -3.90713 -0.31545 1.87184
C -2.61857 0.44481 2.15942
O -1.79601 0.03059 1.03096
C -1.88962 -0.17635 3.36398
C -0.94712 0.79057 4.06621
O -1.56100 1.95412 4.29814
O 0.18178 0.52943 4.37522
H -1.46713 -2.34270 3.26337
H -1.28723 -1.92677 0.55344
H -3.59323 -2.50959 1.98217
H -3.71574 -1.87747 0.33796
H -4.52021 -0.41778 2.76584
H -4.49280 0.20053 1.11241
H -2.68867 1.52312 2.19426
H -2.62009 -0.47190 4.11979
N 1.10743 -3.06792 -2.97105
C 1.86504 -4.16015 -2.48617
C 2.06763 -5.26522 -3.29540
C 2.81392 -6.34424 -2.83876
C 3.34358 -6.32627 -1.56022
C 3.12434 -5.22433 -0.74178
C 2.40455 -4.13601 -1.20538
S 2.18283 -2.72348 -0.16134
N 0.92961 -1.89808 -0.91923
C 0.56492 -2.12612 -2.11180
C -0.52106 -1.27001 -2.67369
C -0.67638 -1.08176 -4.04073
C -1.70108 -0.25794 -4.48313
C -2.52750 0.34166 -3.55183
C -2.27942 0.10526 -2.20641
N -1.30256 -0.67997 -1.77101
H 0.53334 -3.29199 -3.76771
H 1.64517 -5.27714 -4.29405
H 2.97358 -7.19570 -3.48639
H 3.92067 -7.16360 -1.19240
H 3.51952 -5.20411 0.26674
H 0.01307 -1.52781 -4.74487
H -1.83734 -0.07781 -5.54138
H -3.32846 1.00310 -3.84974
H -2.87159 0.58762 -1.43898
C -2.38555 4.36214 1.40117
C -0.95914 4.39088 0.86336
O -0.52440 5.73844 0.65083
P 0.20112 3.65595 2.08089
O 1.63979 4.03787 1.53160
O -0.02248 4.05691 3.47913
O 0.01970 2.10828 1.88683
P -0.85951 3.54190 -0.76837
O 0.68558 3.83404 -1.19563
O -1.80398 4.15040 -1.71998
O -0.90304 2.02100 -0.53088
H -2.42244 4.85455 2.37177
H -2.75117 3.34170 1.50539
H -3.04004 4.87517 0.69447
H -1.16656 6.14876 0.05612
H 1.63557 4.16437 0.56703
H -0.89146 2.67377 4.39657
H 0.71412 4.60497 -1.77623
C 3.53552 1.04666 1.18855
C 3.02865 1.48242 -0.17241
C 3.78795 0.85097 -1.32317
O 1.64901 1.12101 -0.31868
H 3.44260 -0.03540 1.29226
H 2.96940 1.52462 1.98683
H 4.58530 1.32256 1.29409
H 3.07198 2.57167 -0.26475
H 3.73811 -0.23683 -1.25439
H 4.83365 1.15882 -1.28289
H 3.36752 1.16367 -2.27907
*
```

HOMO (spin up / spin down)   -7.69 / -7.69 eV
Orbital gap (spin up / spin down)   6.372 / 6.987 eV
Calculated total energy   -112625.8771 eV
Molecular weight   726.490 g mol⁻¹
Energy above the lowest of the compared OMol25 structures with the same formula, charge and spin   19.7 kJ/mol



No. 2
A structure of composition C25H31N3O3RuS4 in a non-equilibrium geometry. Source: the Open Molecules 2025 dataset; level of theory: wB97M-V/def2-TZVPD.

Geometry as ORCA input:
```
! RIJCOSX wB97M-V def2-TZVPD def2/J DEFGRID3
* xyz 2 1
Ru 0.52710 0.41299 -0.41774
C 4.76107 2.06883 -1.07851
C 3.27898 1.82988 -1.00560
S 2.75969 0.29131 -0.70592
C 2.33372 2.86152 -1.20354
C 2.72132 4.29134 -1.46765
S 0.69968 2.51137 -1.17063
H 5.30857 1.13186 -1.01290
H 5.08332 2.71345 -0.25791
H 5.03198 2.56158 -2.01342
H 3.78257 4.39029 -1.67892
H 2.49215 4.91316 -0.59853
H 2.15873 4.69386 -2.30941
O -1.58525 0.59669 -0.63058
S -3.05582 0.68698 -0.26618
C -3.71859 -0.99402 -0.45828
C -2.63453 -2.07231 -0.40446
C -2.24108 -2.57860 -1.79171
C -1.17587 -3.66886 -1.71795
S 0.49876 -2.98595 -1.56741
O 0.28713 -1.57031 -1.03277
C 0.88647 -2.79736 -3.28611
C 0.72795 -1.57650 -3.92311
C 1.04795 -1.48309 -5.27230
C 1.52731 -2.59338 -5.95364
C 1.69600 -3.80502 -5.29415
C 1.37957 -3.91344 -3.94945
C -3.12856 0.86512 1.49014
C -2.31180 0.10501 2.32831
C -2.43192 0.26551 3.69742
C -3.35211 1.17487 4.21902
C -4.15496 1.92529 3.37519
C -4.04546 1.77379 1.99628
H -4.23247 -0.97816 -1.42085
H -4.47047 -1.10226 0.32334
H -2.99516 -2.90654 0.20116
H -1.74585 -1.68699 0.08689
H -1.88957 -1.75158 -2.41343
H -3.12012 -2.99807 -2.28594
H -1.14492 -4.29088 -2.61200
H -1.31687 -4.31502 -0.84959
H 0.36143 -0.71542 -3.38189
H 0.92014 -0.54157 -5.79080
H 1.77755 -2.51406 -7.00325
H 2.08400 -4.66416 -5.82485
H 1.52125 -4.85428 -3.42735
H -1.60662 -0.60411 1.91371
H -1.82803 -0.33470 4.36816
H -3.44435 1.28995 5.29163
H -4.86672 2.63017 3.78435
H -4.67034 2.35361 1.32609
C 1.50539 -1.30207 4.16484
N 1.19741 0.01055 3.57092
C 1.16051 1.15124 4.30983
C 0.86717 2.34512 3.76269
C 0.61570 2.39558 2.36187
N 0.67931 1.27214 1.63193
C 0.94480 0.07747 2.22777
O 0.93224 -0.92134 1.50983
N 0.30899 3.54890 1.77752
H 1.57566 -1.18523 5.24187
H 2.44564 -1.67701 3.76865
H 0.72020 -2.00931 3.91422
H 1.37193 1.03971 5.36491
H 0.83552 3.23993 4.36452
H 0.22984 4.39329 2.31751
H 0.12274 3.57921 0.78815
*
```

HOMO (spin up / spin down)   -13.58 / -14.13 eV
Orbital gap (spin up / spin down)   6.663 / 6.885 eV
Calculated total energy   -82950.6686 eV
Molecular weight   650.879 g mol⁻¹
Energy above the lowest of the compared OMol25 structures with the same formula, charge and spin   0.0 kJ/mol



No. 3
A structure of composition C25H31N4O2P2RuS3 in a non-equilibrium geometry. Source: the Open Molecules 2025 dataset; level of theory: wB97M-V/def2-TZVPD.

Geometry as ORCA input:
```
! RIJCOSX wB97M-V def2-TZVPD def2/J DEFGRID3
* xyz 2 2
Ru 0.57672 0.61819 -0.53493
C 1.65092 6.20669 -0.84883
C 2.40982 4.95969 -1.03713
N 3.69602 4.84129 -0.96293
N 3.99522 3.55709 -1.17633
C 2.88942 2.82739 -1.37923
S 2.73822 1.18299 -1.71973
N 1.85722 3.71819 -1.30813
N 0.53642 3.29999 -1.42693
H 2.35472 7.03139 -0.76873
H 1.06362 6.16029 0.06727
H 0.97732 6.39819 -1.68273
H 4.95922 3.25209 -1.15783
H -0.08858 3.98659 -1.00493
H 0.27842 3.19429 -2.41413
C -3.96778 0.01219 3.81577
C -2.51558 -0.06721 3.40027
O -2.38038 0.08869 1.95717
P -1.63868 1.26569 1.25697
S -1.91088 1.03969 -0.74943
S 0.36102 1.34689 1.80767
O -2.35848 2.55539 1.80387
C -1.99638 3.90979 1.46897
C -2.46268 4.81779 2.59127
H -4.02078 -0.11321 4.89497
H -4.55128 -0.77481 3.34597
H -4.39798 0.97439 3.54987
H -2.09788 -1.05101 3.62407
H -1.92358 0.70029 3.90137
H -2.49548 4.16609 0.52907
H -0.90678 3.96549 1.33817
H -3.53578 4.71259 2.72847
H -2.24488 5.85379 2.34197
H -1.96208 4.56389 3.52247
C -3.65278 -3.41881 0.08917
C -3.26108 -3.28211 -1.23653
C -1.98158 -2.85851 -1.54433
C -1.09178 -2.56211 -0.51153
C -1.49358 -2.68241 0.82367
C -2.76898 -3.11831 1.11807
P 0.52342 -1.81161 -0.82283
C 1.04732 -2.32081 -2.48753
C 1.82962 -3.45061 -2.70043
C 2.10542 -3.84001 -3.99983
C 1.62402 -3.10001 -5.07033
C 0.87602 -1.95021 -4.85303
C 0.59702 -1.54751 -3.55963
C 1.66632 -2.50431 0.39747
C 1.62972 -3.84161 0.79037
C 2.51942 -4.29421 1.74647
C 3.43422 -3.42131 2.31957
C 3.47202 -2.08781 1.93207
C 2.58992 -1.62931 0.97377
H -4.64868 -3.76251 0.32097
H -3.95148 -3.51261 -2.03313
H -1.67138 -2.76171 -2.57503
H -0.79618 -2.43201 1.61437
H -3.07368 -3.22761 2.14777
H 2.20742 -4.02371 -1.86723
H 2.69152 -4.73061 -4.17193
H 1.84412 -3.41381 -6.07943
H 0.51342 -1.36911 -5.68733
H 0.02672 -0.63801 -3.35793
H 0.90512 -4.51211 0.35187
H 2.50002 -5.33051 2.04657
H 4.11672 -3.77971 3.07357
H 4.18382 -1.40921 2.37547
H 2.59962 -0.57581 0.66327
*
```

HOMO (spin up / spin down)   -14.31 / -14.27 eV
Orbital gap (spin up / spin down)   6.427 / 6.893 eV
Calculated total energy   -90137.0159 eV
Molecular weight   678.768 g mol⁻¹



No. 4
A structure of composition C25H31N5O5PY. Source: the Open Molecules 2025 dataset; level of theory: wB97M-V/def2-TZVPD.

Geometry as ORCA input:
```
! RIJCOSX wB97M-V def2-TZVPD def2/J DEFGRID3
* xyz 0 1
Y -1.71209 0.98180 0.29930
N -1.82863 2.93807 1.84632
C -1.87928 2.45925 3.24684
C -2.69719 1.17178 3.38774
O -3.05752 0.82309 4.50810
N -2.88929 0.53720 2.22160
C -3.67730 -0.68512 2.27463
C -3.55915 -1.45695 0.95582
O -4.10339 -2.52859 0.81147
O -2.81154 -0.86924 0.04561
H -2.71913 3.37296 1.61572
H -1.14150 3.68025 1.75704
H -0.85832 2.23421 3.56423
H -2.28197 3.20577 3.93187
H -3.35745 -1.34274 3.09060
H -4.73482 -0.47496 2.45611
O -2.10795 3.46904 -3.28164
C -2.02827 2.45185 -2.63009
O -2.12973 2.37990 -1.32864
C -1.77020 1.10130 -3.31358
P -0.60423 0.08463 -2.32459
C -0.66817 -1.55911 -3.09645
C -0.00171 -1.85891 -4.28386
C -0.12806 -3.11509 -4.85392
C -0.92659 -4.07619 -4.24492
C -1.59596 -3.78084 -3.06722
C -1.46648 -2.52589 -2.48679
C 1.04165 0.72740 -2.77021
C 1.23057 2.01725 -3.25726
C 2.51724 2.50883 -3.45178
C 3.61899 1.71868 -3.16881
C 3.43839 0.42595 -2.68725
C 2.15949 -0.06149 -2.48316
H -1.45525 1.25305 -4.34543
H -2.71042 0.54255 -3.31420
H 0.61983 -1.10994 -4.76048
H 0.39136 -3.34492 -5.77529
H -1.02640 -5.05629 -4.69375
H -2.22244 -4.52507 -2.59311
H -1.99569 -2.29191 -1.56924
H 0.38134 2.65012 -3.48646
H 2.65441 3.51277 -3.83223
H 4.61781 2.10391 -3.32881
H 4.29634 -0.19961 -2.47548
H 2.01853 -1.06880 -2.10572
C 1.52173 -2.53837 3.53079
C 0.10200 -2.02333 3.64646
N -0.12689 -1.11383 2.53994
C 0.79592 -0.20219 2.13315
N 0.42241 0.70946 1.26126
C 1.42987 1.65419 0.77923
C 2.42071 2.00030 1.87427
C 3.05928 0.71376 2.35393
N 2.04260 -0.29007 2.65038
C 2.47320 -1.35807 3.55057
H 1.62578 -3.09218 2.59585
H 1.76233 -3.21069 4.35350
H -0.05386 -1.52542 4.61032
H -0.62180 -2.83265 3.56899
H -1.08565 -0.86819 2.32525
H 0.91824 2.55597 0.42648
H 1.96288 1.24782 -0.08751
H 1.90431 2.49103 2.70344
H 3.19105 2.67767 1.50501
H 3.62922 0.87847 3.27121
H 3.75341 0.32384 1.60119
H 2.55875 -0.95265 4.56488
H 3.47469 -1.66485 3.23883
*
```

HOMO   -8.67 eV
Orbital gap   8.790 eV
Calculated total energy   -54455.3757 eV
Molecular weight   601.433 g mol⁻¹
Energy above the lowest of the compared OMol25 structures with the same formula, charge and spin   0.0 kJ/mol



> Look up the molecular weight of the second one.

650.879 g mol⁻¹



> Which of these has the highest calculated total energy?

C25H31N5O5PY



> What is the molecular weight in the third record?

678.768 g mol⁻¹



Copy entry 4 word for word.
A structure of composition C25H31N5O5PY. Source: the Open Molecules 2025 dataset; level of theory: wB97M-V/def2-TZVPD.

Geometry as ORCA input:
```
! RIJCOSX wB97M-V def2-TZVPD def2/J DEFGRID3
* xyz 0 1
Y -1.71209 0.98180 0.29930
N -1.82863 2.93807 1.84632
C -1.87928 2.45925 3.24684
C -2.69719 1.17178 3.38774
O -3.05752 0.82309 4.50810
N -2.88929 0.53720 2.22160
C -3.67730 -0.68512 2.27463
C -3.55915 -1.45695 0.95582
O -4.10339 -2.52859 0.81147
O -2.81154 -0.86924 0.04561
H -2.71913 3.37296 1.61572
H -1.14150 3.68025 1.75704
H -0.85832 2.23421 3.56423
H -2.28197 3.20577 3.93187
H -3.35745 -1.34274 3.09060
H -4.73482 -0.47496 2.45611
O -2.10795 3.46904 -3.28164
C -2.02827 2.45185 -2.63009
O -2.12973 2.37990 -1.32864
C -1.77020 1.10130 -3.31358
P -0.60423 0.08463 -2.32459
C -0.66817 -1.55911 -3.09645
C -0.00171 -1.85891 -4.28386
C -0.12806 -3.11509 -4.85392
C -0.92659 -4.07619 -4.24492
C -1.59596 -3.78084 -3.06722
C -1.46648 -2.52589 -2.48679
C 1.04165 0.72740 -2.77021
C 1.23057 2.01725 -3.25726
C 2.51724 2.50883 -3.45178
C 3.61899 1.71868 -3.16881
C 3.43839 0.42595 -2.68725
C 2.15949 -0.06149 -2.48316
H -1.45525 1.25305 -4.34543
H -2.71042 0.54255 -3.31420
H 0.61983 -1.10994 -4.76048
H 0.39136 -3.34492 -5.77529
H -1.02640 -5.05629 -4.69375
H -2.22244 -4.52507 -2.59311
H -1.99569 -2.29191 -1.56924
H 0.38134 2.65012 -3.48646
H 2.65441 3.51277 -3.83223
H 4.61781 2.10391 -3.32881
H 4.29634 -0.19961 -2.47548
H 2.01853 -1.06880 -2.10572
C 1.52173 -2.53837 3.53079
C 0.10200 -2.02333 3.64646
N -0.12689 -1.11383 2.53994
C 0.79592 -0.20219 2.13315
N 0.42241 0.70946 1.26126
C 1.42987 1.65419 0.77923
C 2.42071 2.00030 1.87427
C 3.05928 0.71376 2.35393
N 2.04260 -0.29007 2.65038
C 2.47320 -1.35807 3.55057
H 1.62578 -3.09218 2.59585
H 1.76233 -3.21069 4.35350
H -0.05386 -1.52542 4.61032
H -0.62180 -2.83265 3.56899
H -1.08565 -0.86819 2.32525
H 0.91824 2.55597 0.42648
H 1.96288 1.24782 -0.08751
H 1.90431 2.49103 2.70344
H 3.19105 2.67767 1.50501
H 3.62922 0.87847 3.27121
H 3.75341 0.32384 1.60119
H 2.55875 -0.95265 4.56488
H 3.47469 -1.66485 3.23883
*
```

HOMO   -8.67 eV
Orbital gap   8.790 eV
Calculated total energy   -54455.3757 eV
Molecular weight   601.433 g mol⁻¹
Energy above the lowest of the compared OMol25 structures with the same formula, charge and spin   0.0 kJ/mol